Record 1
70
Properties=species:S:1:pos:R:3:nbo_charge:R:1 method="wB97M-V/def2-TZVPD" homo_lumo_gap_ha=0.197 total_charge=-1
C 1.9060 0.7827 -0.4517 -0.559
C 2.3655 -0.5639 -0.3168 -0.127
C 3.1149 -1.1905 0.9316 -0.980
Ta 1.7929 -2.5499 2.2757 2.013
C 1.0627 -0.6506 3.3293 -0.706
C 1.0205 0.6697 2.7866 -0.224
C 2.8117 -4.3777 1.2003 -0.923
C 1.8185 -5.6227 0.9957 -0.524
C 2.3593 -6.6399 -0.1436 0.791
O 2.1224 -6.4658 -1.3646 -0.576
O 3.1061 -7.7853 0.3179 -0.712
C 0.6992 -3.9728 3.7404 -1.185
S -0.7443 -3.2534 4.6314 1.896
O -1.6161 -2.3496 3.8050 -0.921
O -0.3706 -2.5970 5.9591 -0.951
B 3.6257 -2.6186 3.7744 0.556
N 5.0443 -2.5853 3.2158 -1.191
O 3.4830 -2.6626 5.2203 -0.968
C 0.0257 -2.5956 0.7482 0.518
F -1.0355 -3.5234 1.1198 -0.388
F -0.5899 -1.3066 0.5776 -0.368
F 0.4925 -3.1112 -0.5329 -0.382
H 0.7717 0.9439 -0.6519 0.205
H 2.5259 1.7272 -0.3205 0.197
H 2.2112 -1.2509 -1.2314 0.207
H 3.4699 -0.3232 1.5936 0.225
H 4.0411 -1.8168 0.6263 0.230
H 0.7153 -0.7602 4.4297 0.289
H 2.0112 1.1465 2.4464 0.208
H 0.0341 1.2449 2.6286 0.210
H 3.1907 -4.0564 0.1556 0.244
H 3.7090 -4.7715 1.8124 0.206
H 0.7568 -5.3406 0.6814 0.258
H 1.7091 -6.2030 1.9889 0.184
H 2.7703 -7.9232 1.2366 0.477
H 1.4510 -4.2968 4.5574 0.280
H 0.3285 -4.9595 3.2670 0.259
H -1.5568 -4.3499 4.9974 -0.013
H 5.2541 -1.6302 2.8618 0.390
H 5.1271 -3.1918 2.3872 0.377
H 3.8424 -3.5459 5.4741 0.478
O -1.3045 4.3773 -0.8106 -0.916
P -2.5354 4.0969 -1.6922 2.192
N -1.9428 2.6172 -2.2712 -0.839
C -1.1152 2.3197 -3.4140 -0.393
C -2.0094 1.4877 -1.3488 -0.421
N -2.2385 5.4577 -2.7112 -0.789
C -1.8433 5.4407 -4.1045 -0.402
C -1.5705 6.6031 -2.0793 -0.399
N -4.0005 3.8007 -2.6343 -0.713
C -4.2588 2.8381 -3.6852 -0.397
C -4.9999 4.8660 -2.6029 -0.407
H -1.5131 1.4459 -3.9467 0.176
H -0.0812 2.0977 -3.1250 0.197
H -1.0754 3.1071 -4.1590 0.195
H -3.0407 1.1211 -1.2769 0.176
H -1.6787 1.7743 -0.3463 0.213
H -1.3865 0.6458 -1.6620 0.223
H -0.7793 5.2094 -4.2250 0.179
H -2.0149 6.4199 -4.5668 0.186
H -2.4372 4.7507 -4.7025 0.196
H -0.4844 6.4543 -2.0044 0.185
H -1.9678 6.7816 -1.0755 0.208
H -1.7445 7.5270 -2.6429 0.176
H -3.6994 3.0512 -4.5989 0.184
H -5.3190 2.8229 -3.9621 0.192
H -4.0446 1.8151 -3.3693 0.223
H -4.8851 5.5491 -3.4483 0.186
H -4.9196 5.4458 -1.6814 0.202
H -6.0182 4.4625 -2.6183 0.184

Record 2
63
Properties=species:S:1:pos:R:3:mulliken_spin:R:1 method="wB97M-V/def2-TZVPD" homo_lumo_gap_ha="0.329 / 0.214" total_charge=+3 spin_multiplicity=5 s_squared=6.017 e_above_lowest_kj_mol=0.0
Ir 0.3192 1.3467 0.2899 1.801
C 0.1923 3.1359 -2.3758 0.026
C -1.0152 3.5834 -1.6111 0.014
S -0.9696 3.2653 0.2190 0.170
C 0.2784 4.4982 0.7837 0.016
C 1.7699 4.2063 0.5670 0.028
S 2.2398 2.3624 0.5949 0.196
C 3.3401 2.2155 -0.9718 0.016
C 2.6424 1.5196 -2.1035 0.007
S 0.7882 1.3916 -1.8783 0.200
H 0.9736 3.8621 -2.2487 -0.001
H 0.0298 3.1310 -3.4806 0.002
H -1.9318 3.0710 -1.9134 0.004
H -1.2338 4.6923 -1.7584 0.005
H 0.0693 4.5636 1.8358 -0.003
H 0.0306 5.5107 0.3727 0.005
H 2.3477 4.6407 1.3835 0.005
H 2.1304 4.6369 -0.3786 -0.005
H 4.2600 1.6641 -0.6419 -0.003
H 3.6479 3.2161 -1.2743 0.001
H 2.9845 0.4784 -2.2317 -0.004
H 2.7987 1.9777 -3.0653 0.008
C -3.1920 -2.6045 -3.9981 -0.003
Se -2.7213 -1.7641 -2.2251 0.523
C -2.0805 -3.4739 -1.4205 -0.009
C -0.9669 -4.0125 -2.2732 0.000
Se 0.0619 -2.3174 -2.9748 0.470
C 0.7339 -3.0356 -4.7306 0.003
H -3.5835 -3.6293 -3.8819 0.003
H -2.3269 -2.5633 -4.6811 0.007
H -3.9984 -1.9197 -4.2679 -0.002
H -2.9425 -4.1332 -1.2582 0.000
H -1.7261 -3.1707 -0.4197 0.006
H -1.1891 -4.5428 -3.2069 -0.005
H -0.2170 -4.5614 -1.7360 -0.003
H 0.2822 -4.0131 -4.8679 -0.004
H 1.8013 -3.0782 -4.5821 0.028
H 0.4164 -2.2610 -5.4684 0.007
C 1.3442 1.4194 4.7502 0.007
C 1.5917 0.3291 3.7092 0.059
O 0.3724 -0.4183 3.3769 0.034
P -0.1049 -0.4520 1.7755 0.425
O -1.6028 -0.8954 1.8855 0.002
C -2.4875 -0.2495 2.8394 -0.012
C -3.4809 0.6439 2.1261 0.039
O 0.4833 -1.8194 1.0150 -0.053
C 1.4382 -2.7490 1.6221 0.018
C 0.7162 -3.6939 2.6055 0.005
H 2.2643 1.8661 5.0517 0.001
H 0.9317 1.0626 5.7023 0.001
H 0.7096 2.2042 4.2755 0.000
H 2.2544 -0.4640 4.0405 0.002
H 1.9723 0.7348 2.7905 -0.042
H -1.7968 0.2680 3.5775 0.010
H -2.9591 -1.0575 3.3828 0.001
H -2.9792 1.3023 1.3961 -0.011
H -4.0589 1.2874 2.8180 0.001
H -4.2019 -0.0192 1.6356 0.002
H 2.1793 -2.0970 2.1182 0.000
H 1.8580 -3.3223 0.8052 0.002
H 0.2662 -3.1310 3.4170 -0.001
H 1.3639 -4.4391 3.0284 0.001
H -0.1175 -4.1988 2.1349 0.000

Record 3
65
Properties=species:S:1:pos:R:3:mulliken_spin:R:1 method="wB97M-V/def2-TZVPD" homo_lumo_gap_ha="0.265 / 0.268" total_charge=+1 spin_multiplicity=6 s_squared=8.761 e_above_lowest_kj_mol=13.2
Mn -1.4306 0.2036 0.4386 4.859
O -1.5830 -0.2816 2.6185 0.007
C -2.2646 -1.4911 2.9574 -0.022
C -2.6798 -2.2253 1.7105 0.038
C -3.2574 -3.4798 1.8368 0.001
C -3.6566 -4.1558 0.7016 0.007
C -3.4705 -3.5577 -0.5371 0.001
C -2.8867 -2.3139 -0.5812 0.020
N -2.4918 -1.6500 0.5197 -0.011
H -1.4203 0.2350 3.4152 0.005
H -3.1560 -1.2739 3.5496 0.000
H -1.6091 -2.1331 3.5474 0.001
H -3.3847 -3.9136 2.8209 0.000
H -4.1023 -5.1388 0.7775 0.000
H -3.7608 -4.0509 -1.4536 0.000
H -2.6987 -1.8235 -1.5282 -0.006
N -2.9461 5.2596 -0.5290 0.002
N -3.0625 3.8931 -0.4898 0.012
N -3.9414 3.2491 -1.2266 -0.001
C -3.6254 1.9907 -0.9597 0.020
N -2.6062 1.9157 -0.0946 0.030
N -2.2546 3.1614 0.1941 0.015
H -3.8454 5.6634 -0.7543 0.000
H -2.5438 5.5935 0.3366 0.000
H -4.1337 1.1442 -1.3913 -0.001
C 0.1458 2.0725 -2.8382 0.011
Si 1.0152 0.4577 -2.4070 0.033
C 0.0214 -0.9164 -3.2288 -0.011
C 2.7565 0.4608 -3.0778 0.003
Si 0.8749 0.1723 -0.1086 -0.086
Si 1.8374 -1.8757 0.4527 0.040
C 3.6059 -2.0795 -0.1146 0.003
C 0.8159 -3.2776 -0.2835 -0.013
C 1.7688 -2.0787 2.3235 -0.004
Si 2.1512 1.8467 0.8885 0.003
C 1.9901 1.6628 2.7551 0.000
C 1.4584 3.5324 0.4333 0.004
C 3.9548 1.7890 0.4080 0.002
H -0.0339 2.1642 -3.9140 0.000
H 0.7211 2.9441 -2.5165 0.002
H -0.8240 2.1094 -2.3314 -0.002
H -0.1490 -0.7156 -4.2910 0.001
H -0.9569 -0.9993 -2.7433 0.012
H 0.5172 -1.8865 -3.1448 0.001
H 2.7583 0.5878 -4.1651 0.001
H 3.2613 -0.4803 -2.8480 -0.001
H 3.3453 1.2718 -2.6438 -0.001
H 3.6832 -2.0126 -1.2025 0.000
H 3.9919 -3.0574 0.1906 0.001
H 4.2541 -1.3130 0.3149 0.000
H 0.9599 -3.3526 -1.3646 0.001
H -0.2504 -3.1232 -0.1004 0.014
H 1.0957 -4.2400 0.1570 0.000
H 2.5223 -1.4649 2.8223 0.001
H 1.9430 -3.1203 2.6120 0.000
H 0.7896 -1.7754 2.7087 0.003
H 0.9386 1.5317 3.0304 0.002
H 2.3647 2.5499 3.2750 0.000
H 2.5423 0.7975 3.1281 0.000
H 0.3713 3.5489 0.5627 0.000
H 1.6778 3.7857 -0.6075 0.000
H 1.8912 4.3144 1.0652 0.000
H 4.4211 0.8462 0.7012 0.000
H 4.5035 2.6016 0.8947 0.001
H 4.0760 1.9012 -0.6719 -0.001

Record 4
71
Properties=species:S:1:pos:R:3:lowdin_charge:R:1 method="wB97M-V/def2-TZVPD" homo_lumo_gap_ha=0.250 smiles="N[C@H]1C[C@@H](CC(=O)O)S(=O)(=O)O[C@@H]1CCCCO.COP(=O)(OC)OC.COP(=O)(OC)OC"
N -1.8652 -1.5549 1.4923 0.014
C -3.2497 -0.9019 1.2963 -0.304
C -2.9489 0.7413 1.3071 -0.129
C -4.3731 1.5967 1.1151 -0.294
C -3.9407 3.1772 1.0710 -0.076
C -4.7648 4.0962 -0.0077 -0.274
O -4.0440 4.6495 -1.0219 -0.034
O -6.1982 4.4291 0.0332 -0.016
S -5.1587 0.9409 -0.4536 0.864
O -4.4164 1.3795 -1.7622 -0.336
O -6.6315 1.4815 -0.5982 -0.368
O -5.3155 -0.7677 -0.3184 -0.253
C -4.0158 -1.4114 -0.0668 -0.263
C -4.3080 -3.0517 0.0776 -0.126
C -5.8968 -3.3956 0.3598 -0.204
C -6.4234 -2.9259 1.8447 -0.173
C -8.0109 -2.4722 1.8886 -0.235
O -8.0447 -1.0027 2.0517 -0.161
H -1.4528 -1.0090 2.3074 0.092
H -1.9756 -2.5373 1.8383 0.072
H -3.8344 -1.1171 2.2928 0.141
H -2.3002 0.9920 0.3466 0.144
H -2.3986 1.0536 2.2916 0.134
H -5.1025 1.3673 2.0279 0.168
H -4.0860 3.6120 2.1550 0.144
H -2.7760 3.2865 0.8364 0.149
H -6.5507 4.1093 -0.8657 0.137
H -3.2410 -1.2954 -0.9638 0.156
H -3.6815 -3.5516 0.9334 0.112
H -3.9774 -3.6024 -0.9285 0.127
H -6.6059 -3.0345 -0.5295 0.126
H -5.9871 -4.5859 0.3438 0.120
H -6.3384 -3.8593 2.5802 0.117
H -5.7996 -2.0660 2.3372 0.099
H -8.5004 -2.9281 2.8705 0.123
H -8.5953 -2.7859 0.9121 0.130
H -8.7112 -0.6460 1.3653 0.118
C 3.1985 1.1474 -2.2035 -0.153
O 2.6679 0.4581 -1.0871 -0.268
P 1.7725 -0.9624 -1.5036 0.763
O 1.3433 -1.0937 -0.0361 -0.298
O 3.1712 -1.7991 -1.7401 -0.286
C 4.0877 -1.9285 -0.6683 -0.110
O 0.8772 -2.3829 -1.9202 -0.252
C -0.4752 -2.4221 -1.4982 -0.164
H 3.8258 1.9667 -1.8438 0.077
H 3.8100 0.4793 -2.8160 0.086
H 2.3829 1.5566 -2.8043 0.081
H 3.6399 -1.7161 0.3059 0.085
H 4.9240 -1.2452 -0.8325 0.085
H 4.4701 -2.9516 -0.6581 0.092
H -0.9398 -1.4366 -1.5925 0.071
H -0.5302 -2.7705 -0.4646 0.067
H -1.0154 -3.1320 -2.1305 0.086
C 6.1381 2.7518 0.1579 -0.162
O 6.8667 1.7406 -0.5126 -0.273
P 8.5318 2.1330 -0.7706 0.759
O 8.6725 0.8689 -1.6291 -0.292
O 8.8811 1.7698 0.7973 -0.289
C 8.6127 0.4657 1.2799 -0.113
O 10.1968 2.5256 -1.0285 -0.256
C 10.6410 2.5359 -2.3742 -0.149
H 5.1314 2.3801 0.3643 0.086
H 6.6181 3.0110 1.1054 0.082
H 6.0706 3.6383 -0.4769 0.081
H 8.4776 -0.2673 0.4803 0.086
H 7.7096 0.4938 1.8938 0.086
H 9.4496 0.1461 1.9049 0.092
H 9.8735 2.9518 -3.0330 0.084
H 10.9001 1.5218 -2.6861 0.088
H 11.5392 3.1562 -2.4384 0.086

Record 5
62
Properties=species:S:1:pos:R:3:mulliken_spin:R:1 method="wB97M-V/def2-TZVPD" homo_lumo_gap_ha="0.244 / 0.233" total_charge=-1 spin_multiplicity=5 s_squared=6.026 e_above_lowest_kj_mol=0.0
V 2.2825 -0.5551 -4.6344 2.214
Cl 2.9660 -2.1432 -3.2746 0.049
C 3.6951 0.4725 -5.4966 -0.119
C 1.7222 -1.3933 -6.3371 -0.092
H 3.5717 0.5299 -6.5884 0.019
H 3.7674 1.4966 -5.1019 0.019
H 4.6457 -0.0509 -5.2976 0.016
H 2.0021 -0.7888 -7.2163 0.011
H 0.6429 -1.5904 -6.3934 0.020
H 2.2670 -2.3554 -6.3903 0.005
Au 1.6496 0.3311 -2.2116 0.271
C 3.4035 0.8147 -1.0611 0.565
C 0.9777 0.7321 -4.1979 0.683
H 4.0481 1.3258 -1.7929 0.000
H 3.1388 1.4891 -0.2361 -0.018
H 3.8946 -0.1059 -0.7155 -0.006
H -0.0732 0.4331 -4.3338 0.050
H 1.1605 1.8055 -4.3746 0.023
C -1.9203 3.7507 0.0081 0.001
C -1.3215 2.7906 1.0343 -0.001
C 0.1490 3.1311 1.2891 0.001
C -2.1127 2.8885 2.3363 0.001
O -1.4678 1.4765 0.4508 0.012
Si -0.6944 0.0920 0.9470 0.011
S 1.1608 -0.2529 0.1051 0.238
O -0.6900 0.1731 2.6099 0.005
C -0.1428 -0.3117 3.8625 -0.009
C 1.3206 -0.6749 3.6568 0.008
C -0.2611 0.7947 4.9040 0.001
C -0.9463 -1.5062 4.3627 0.002
O -1.8908 -1.0152 0.5722 0.004
C -1.9434 -2.3673 0.0690 0.008
C -0.9787 -2.5858 -1.0913 0.008
C -1.6639 -3.3622 1.1880 0.001
C -3.3659 -2.5925 -0.4343 -0.001
H -1.8431 4.7844 0.3687 0.000
H -2.9793 3.5155 -0.1535 0.000
H -1.3903 3.6643 -0.9477 0.000
H 0.2156 4.1897 1.5816 0.000
H 0.5774 2.5307 2.1034 0.002
H 0.7631 2.9766 0.3934 0.000
H -3.1646 2.6421 2.1555 0.000
H -1.7127 2.1998 3.0885 0.000
H -2.0756 3.9123 2.7405 0.000
H 1.8874 0.1871 3.2843 0.000
H 1.7424 -0.9774 4.6232 0.001
H 1.4342 -1.5065 2.9516 0.001
H -1.3086 1.0445 5.1152 0.000
H 0.1975 0.4485 5.8398 0.000
H 0.2688 1.7023 4.5968 0.000
H -1.9989 -1.2306 4.5092 0.000
H -0.8900 -2.3519 3.6713 0.000
H -0.5406 -1.8380 5.3300 0.000
H 0.0735 -2.5387 -0.7860 0.000
H -1.1745 -3.5795 -1.5229 -0.002
H -1.1206 -1.8313 -1.8721 -0.002
H -2.3717 -3.2254 2.0142 0.001
H -1.7826 -4.3902 0.8173 0.000
H -0.6412 -3.2562 1.5614 0.001
H -4.0919 -2.4366 0.3701 0.000
H -3.5944 -1.8919 -1.2418 0.000
H -3.4728 -3.6192 -0.8084 0.000

Record 6
86
Properties=species:S:1:pos:R:3:lowdin_charge:R:1 method="wB97M-V/def2-TZVPD" homo_lumo_gap_ha=0.257 e_above_lowest_kj_mol=128.7
C 2.1730 3.6363 -1.0056 0.029
C 1.4779 4.3134 0.1569 -0.409
O 0.5920 5.0819 0.0279 0.188
N 1.9440 3.8057 1.5126 0.082
H 1.0018 3.4820 1.7627 0.153
H 2.5660 2.9925 1.4514 0.125
C 2.4961 4.9096 2.4105 0.053
H 3.2548 3.5467 -0.9225 0.083
H 1.9658 4.2898 -1.8515 0.100
H 1.6667 2.6754 -1.1168 0.076
H 2.5544 4.4694 3.4004 0.106
H 1.7374 5.6780 2.2871 0.098
H 3.4644 5.1668 1.9931 0.108
C 2.5916 -0.4439 -2.5351 0.027
C 3.8017 0.3634 -2.1073 -0.398
O 4.0803 1.4687 -2.4021 0.186
N 4.7178 -0.4365 -1.2191 0.102
H 4.7850 0.0724 -0.3372 0.110
H 4.2947 -1.3354 -0.9961 0.181
C 6.0818 -0.5759 -1.8384 0.031
H 1.8491 -0.7691 -1.8046 0.066
H 2.9231 -1.2903 -3.1438 0.100
H 1.9999 0.1321 -3.2485 0.098
H 6.4632 0.3921 -2.1525 0.109
H 6.0172 -1.1536 -2.7593 0.104
H 6.7373 -1.0478 -1.1127 0.107
C -3.5631 -2.9963 -5.1879 0.046
C -2.1594 -2.4534 -4.8514 -0.383
O -1.1425 -3.0214 -5.0866 0.136
N -2.0746 -1.2258 -3.9902 0.086
H -1.5320 -0.4971 -4.4533 0.173
H -2.9928 -0.7304 -3.9790 0.092
C -1.3891 -1.4012 -2.6206 0.042
H -4.2318 -2.1614 -5.3848 0.084
H -3.7893 -3.6094 -4.3135 0.106
H -3.4953 -3.7075 -6.0074 0.090
H -2.0801 -1.6117 -1.8143 0.105
H -0.9255 -0.4185 -2.5776 0.071
H -0.5332 -2.0430 -2.8137 0.088
C -2.4792 -1.6642 3.8803 0.041
C -1.9745 -2.9771 3.3855 -0.383
O -2.5512 -3.9858 3.1722 0.175
N -0.4821 -2.8817 3.0386 0.108
H -0.2326 -1.8914 3.1310 0.107
H 0.0043 -3.5641 3.6159 0.177
C -0.1435 -3.3085 1.6150 0.012
H -2.2339 -1.5017 4.9292 0.099
H -3.5638 -1.6314 3.7743 0.095
H -2.1219 -0.8788 3.2130 0.087
H -0.9321 -3.1283 0.8924 0.094
H 0.1866 -4.3424 1.5738 0.099
H 0.6947 -2.6491 1.4207 0.072
C -4.6380 0.6771 -2.6562 -0.474
O -4.9778 -0.2520 -1.5986 -0.109
O -4.6479 -0.0935 -3.7677 -0.205
C -5.6436 1.8290 -2.6561 -0.573
F -5.6102 2.5732 -1.5420 0.136
F -5.3705 2.6246 -3.7032 0.132
F -6.8951 1.3415 -2.7870 0.144
C -4.6364 0.0505 -0.2526 -0.275
C -5.0217 -1.1609 0.6123 -0.080
H -5.9944 -1.5644 0.3209 0.076
H -4.3292 -1.9921 0.4611 0.060
H -5.2051 -0.8742 1.6482 0.067
H -5.3574 0.7859 0.1187 0.108
H -3.6192 0.3594 -0.0118 0.093
H -3.6153 0.9869 -2.3681 0.137
P 5.1393 1.2588 2.0885 0.168
F 6.2053 0.2920 1.3605 -0.150
F 4.7939 1.8147 0.6092 -0.179
F 3.9224 0.1858 2.0187 -0.153
F 4.0862 2.3680 2.6699 -0.175
F 5.4954 0.7026 3.5539 -0.123
F 6.2632 2.4317 2.2498 -0.162
P 0.0750 0.3377 0.6581 0.276
F 1.6728 0.7095 0.4624 -0.197
F -0.0248 1.8595 1.2368 -0.140
F -0.0872 0.8601 -0.8781 -0.174
F -1.4904 0.0026 0.9537 -0.131
F 0.3567 -1.1323 -0.0668 -0.212
F 0.4784 -0.3688 2.0455 -0.133
B 0.2427 -1.0913 6.0421 -1.232
F 0.3580 -0.4994 4.7583 0.082
F 1.4938 -1.2792 6.6193 0.113
F -0.6482 -0.4627 6.9192 0.108
F -0.2696 -2.4228 5.8695 0.047

Number 1: calculated total energy -2422.891681 hartree. Number 2: calculated total energy -7299.632817 hartree. Number 3: calculated total energy -3344.449753 hartree. Number 4: calculated total energy -2820.399541 hartree. Number 5: calculated total energy -3085.788307 hartree. Number 6: calculated total energy -3908.475246 hartree.